(1)
CHCl2OPS | ωB97M-V/def2-TZVPD

Energy above the lowest of the compared OMol25 structures with the same formula, charge and spin, eV: 2.296
Max |F|, eV/Å: 2.35
Charge: 0

CARTESIAN COORDINATES (ANGSTROEM)
C1 0.907 -1.890 1.026
O1 2.547 -0.082 -0.677
P1 3.533 0.389 0.506
S1 1.186 -1.241 -0.318
Cl1 4.082 1.999 -0.451
Cl2 4.993 -0.955 0.092
H1 1.223 -2.148 2.067

=====

(2)
C49H48ClCsN3O8P2 | ωB97M-V/def2-TZVPD

Energy above the lowest of the compared OMol25 structures with the same formula, charge and spin, eV: 0.000
Max |F|, eV/Å: 2.78
Charge: -1

CARTESIAN COORDINATES (ANGSTROEM)
Cs1 -2.066 2.438 0.988
O1 -4.966 2.298 1.670
Cl1 -4.618 1.131 0.883
O2 -5.760 0.275 0.703
O3 -4.129 1.579 -0.417
O4 -3.544 0.423 1.554
C1 -2.225 5.203 -2.416
C2 -0.752 5.003 -2.198
N1 0.106 4.895 -3.149
O5 -0.487 4.977 -4.443
C3 -0.238 4.850 -0.826
C4 1.224 4.817 -0.513
N2 -1.139 4.693 0.094
O6 -0.719 4.399 1.290
H1 -2.727 4.234 -2.438
H2 -2.416 5.705 -3.359
H3 -2.647 5.760 -1.584
H4 0.276 4.866 -5.017
H5 1.834 4.764 -1.414
H6 1.448 3.973 0.138
H7 1.504 5.714 0.049
C5 1.595 -5.168 4.230
C6 2.352 -4.007 3.568
C7 3.854 -4.131 3.883
C8 1.838 -2.682 4.119
C9 1.881 -2.403 5.487
C10 1.463 -1.182 5.984
C11 1.006 -0.196 5.109
C12 0.945 -0.434 3.747
P1 0.407 0.768 2.446
C13 2.042 1.103 1.683
C14 2.063 1.448 0.336
C15 3.263 1.715 -0.313
C16 4.457 1.620 0.383
C17 4.451 1.270 1.730
C18 3.250 1.019 2.376
C19 0.133 2.267 3.483
C20 -1.067 2.322 4.200
C21 -1.379 3.420 4.984
C22 -0.502 4.498 5.038
C23 0.676 4.464 4.311
C24 0.994 3.355 3.538
C25 1.344 -1.691 3.295
O7 1.226 -1.853 1.944
C26 1.593 -3.017 1.343
C27 1.337 -3.070 -0.030
C28 1.712 -4.217 -0.708
C29 2.308 -5.282 -0.036
C30 2.507 -5.204 1.331
C31 2.146 -4.068 2.057
P2 0.513 -1.607 -0.801
C32 0.738 -1.953 -2.588
C33 -0.001 -2.866 -3.342
C34 0.271 -3.053 -4.689
C35 1.293 -2.334 -5.301
C36 2.027 -1.417 -4.565
C37 1.742 -1.220 -3.219
C38 -1.256 -2.020 -0.539
C39 -1.699 -2.853 0.484
C40 -3.059 -3.020 0.721
C41 -3.993 -2.365 -0.066
C42 -3.560 -1.536 -1.093
C43 -2.206 -1.362 -1.322
H8 1.738 -5.159 5.311
H9 1.950 -6.129 3.854
H10 0.526 -5.094 4.025
H11 4.025 -4.098 4.960
H12 4.408 -3.313 3.422
H13 4.252 -5.074 3.505
H14 2.255 -3.157 6.170
H15 1.504 -0.983 7.047
H16 0.711 0.770 5.496
H17 1.144 1.509 -0.235
H18 3.235 1.988 -1.360
H19 5.396 1.817 -0.121
H20 5.382 1.196 2.278
H21 3.250 0.749 3.426
H22 -1.768 1.494 4.132
H23 -2.316 3.448 5.525
H24 -0.754 5.371 5.626
H25 1.344 5.316 4.320
H26 1.901 3.357 2.949
H27 1.544 -4.286 -1.777
H28 2.599 -6.171 -0.580
H29 2.952 -6.044 1.851
H30 -0.805 -3.422 -2.873
H31 -0.316 -3.759 -5.264
H32 1.504 -2.480 -6.354
H33 2.808 -0.834 -5.039
H34 2.284 -0.469 -2.655
H35 -0.987 -3.372 1.114
H36 -3.385 -3.653 1.537
H37 -5.050 -2.470 0.138
H38 -4.278 -0.988 -1.689
H39 -1.881 -0.688 -2.107
C44 -4.477 -0.571 -6.362
C45 -3.464 0.017 -5.420
C46 -2.102 -0.047 -5.680
C47 -1.208 0.483 -4.762
N3 -1.580 1.059 -3.619
C48 -2.892 1.129 -3.372
C49 -3.852 0.630 -4.235
H40 -4.035 -0.794 -7.333
H41 -5.316 0.110 -6.512
H42 -4.882 -1.500 -5.955
H43 -1.732 -0.511 -6.586
H44 -0.139 0.439 -4.944
H45 -3.208 1.574 -2.435
H46 -4.899 0.711 -3.967
O8 0.997 2.072 -2.722
H47 0.865 3.032 -2.759
H48 0.083 1.736 -2.762